# 1
C34H67NO23 | the ωB97M-V functional and the def2-TZVPD basis

Gap between HOMO and LUMO ... 9.81 eV
Net charge ... 0
Calculated total energy ... -84928.153 eV
SMILES string ... CCO[C@H]1CCNC1=O.CCOC(=O)OC.CCOC(=O)OC.CCOC(=O)OC.CCOC(=O)OC.CCOC(=O)OC.CCOC(=O)OC.CCOC(=O)OC
LUMO energy ... 0.014 hartree
Maximum force ... 0.72 eV/A

Each line ends with the Löwdin charge.
Geometry (Å):
C -4.3653 2.9710 -3.9549  -0.06
C -3.2038 2.0202 -3.6864  -0.25
O -3.3582 1.4590 -2.3910  -0.10
C -2.3540 0.5590 -2.0331  -0.28
C -1.3119 1.0308 -0.9972  -0.10
C -1.8252 0.2726 0.2366  -0.17
N -2.1984 -1.0719 -0.2439  0.05
C -2.9229 -0.7573 -1.4414  -0.40
O -3.8272 -1.3978 -1.8977  0.13
H -5.1965 2.4232 -4.4016  0.06
H -4.0531 3.7845 -4.6097  0.08
H -4.7215 3.3852 -3.0071  0.08
H -3.1887 1.2196 -4.4383  0.12
H -2.2407 2.5477 -3.7533  0.12
H -1.7932 0.2020 -2.9112  0.15
H -1.3087 2.0962 -0.7585  0.12
H -0.3174 0.7253 -1.3292  0.11
H -1.2464 0.3155 1.1573  0.12
H -2.7983 0.7416 0.4360  0.11
H -1.4106 -1.6812 -0.4388  0.13
C 3.7209 3.6579 2.2714  -0.06
C 4.1696 2.7573 1.1432  -0.20
O 4.3683 1.4025 1.5885  0.04
C 3.2625 0.6758 1.7148  -0.61
O 2.1406 1.0348 1.4678  0.12
O 3.6132 -0.5338 2.1590  -0.01
C 2.5049 -1.3981 2.4148  -0.03
H 4.4180 3.5968 3.1082  0.08
H 3.6773 4.6906 1.9236  0.07
H 2.7334 3.3715 2.6317  0.08
H 5.1397 3.0690 0.7618  0.12
H 3.4605 2.7690 0.3164  0.12
H 1.8467 -1.4624 1.5508  0.10
H 1.9418 -1.0434 3.2769  0.09
H 2.9130 -2.3813 2.6322  0.09
C 4.8176 7.6743 -3.3910  -0.06
C 3.5216 7.3297 -2.6912  -0.21
O 3.7435 6.9359 -1.3260  0.03
C 3.9285 7.9381 -0.4687  -0.61
O 3.8982 9.1121 -0.7269  0.13
O 4.1449 7.4131 0.7382  -0.01
C 4.4054 8.3751 1.7652  -0.04
H 5.5249 6.8481 -3.3100  0.08
H 4.6308 7.8718 -4.4465  0.08
H 5.2741 8.5595 -2.9504  0.08
H 3.0488 6.4659 -3.1546  0.12
H 2.8179 8.1607 -2.7198  0.12
H 3.6263 9.1332 1.7919  0.10
H 5.3740 8.8455 1.6052  0.10
H 4.4150 7.8197 2.6984  0.09
C 5.5930 -2.6580 0.5831  -0.05
C 6.3112 -3.9204 1.0033  -0.20
O 5.5373 -5.0967 0.7059  0.01
C 5.5788 -5.5037 -0.5627  -0.62
O 6.2191 -5.0043 -1.4493  0.13
O 4.7897 -6.5716 -0.6764  -0.01
C 4.7087 -7.1126 -1.9987  -0.03
H 4.5979 -2.6259 1.0184  0.06
H 6.1443 -1.7785 0.9132  0.09
H 5.4890 -2.6149 -0.5010  0.08
H 6.4467 -3.9447 2.0837  0.12
H 7.2923 -4.0013 0.5363  0.13
H 5.7013 -7.3104 -2.3968  0.10
H 4.1782 -6.4256 -2.6558  0.10
H 4.1521 -8.0403 -1.9069  0.09
C -4.7144 4.7141 -10.7212  -0.06
C -3.6507 4.1476 -9.8068  -0.21
O -4.2146 3.6427 -8.5849  0.03
C -4.7695 2.4345 -8.6721  -0.61
O -4.8071 1.7386 -9.6525  0.12
O -5.2682 2.1222 -7.4765  -0.01
C -5.9371 0.8578 -7.4246  -0.03
H -5.3044 5.4666 -10.1971  0.08
H -4.2504 5.1778 -11.5917  0.08
H -5.3880 3.9307 -11.0659  0.08
H -2.9577 4.9252 -9.4911  0.12
H -3.0802 3.3596 -10.2971  0.12
H -5.2997 0.0662 -7.8118  0.10
H -6.8645 0.8975 -7.9933  0.10
H -6.1555 0.6782 -6.3759  0.09
C -6.0010 0.8846 0.5560  -0.06
C -6.0063 -0.5420 1.0591  -0.19
O -6.2792 -0.5973 2.4724  0.03
C -7.5562 -0.4736 2.8156  -0.61
O -8.4949 -0.3559 2.0728  0.13
O -7.6243 -0.4965 4.1519  -0.02
C -8.9414 -0.3169 4.6783  -0.04
H -5.3025 1.4901 1.1372  0.08
H -5.6999 0.9107 -0.4924  0.08
H -6.9876 1.3395 0.6429  0.08
H -5.0247 -0.9951 0.9307  0.11
H -6.7284 -1.1545 0.5214  0.13
H -9.6384 -1.0213 4.2304  0.09
H -9.2844 0.7019 4.5032  0.10
H -8.8631 -0.5008 5.7460  0.09
C 6.4271 -7.9536 2.0034  -0.06
C 5.3044 -7.6319 2.9618  -0.20
O 4.4130 -8.7485 3.1301  0.04
C 4.8349 -9.6941 3.9642  -0.61
O 5.8575 -9.6830 4.5991  0.12
O 3.9208 -10.6659 3.9861  0.00
C 4.2584 -11.7746 4.8229  -0.04
H 6.0212 -8.3045 1.0547  0.08
H 7.0279 -7.0643 1.8179  0.08
H 7.0774 -8.7327 2.4010  0.08
H 4.6835 -6.8334 2.5625  0.11
H 5.6843 -7.3209 3.9349  0.12
H 4.5055 -11.4406 5.8281  0.09
H 5.0984 -12.3250 4.4019  0.10
H 3.3772 -12.4086 4.8480  0.09
C -4.9604 0.7665 5.2874  -0.06
C -4.0092 1.9196 5.5119  -0.20
O -2.8700 1.5198 6.3003  0.04
C -1.9474 0.8358 5.6331  -0.61
O -1.9660 0.5663 4.4594  0.11
O -0.9754 0.4937 6.4845  0.01
C 0.0291 -0.3338 5.8973  -0.05
H -5.2553 0.3300 6.2431  0.09
H -5.8513 1.1062 4.7682  0.07
H -4.4937 -0.0120 4.6876  0.08
H -4.4792 2.7186 6.0821  0.12
H -3.6628 2.3361 4.5662  0.12
H 0.4036 0.1122 4.9779  0.08
H -0.3713 -1.3253 5.6889  0.10
H 0.8324 -0.4099 6.6246  0.09

# 2
C34H68Br26O4 | the ωB97M-V functional and the def2-TZVPD basis

Gap between HOMO and LUMO ... 9.66 eV
Net charge ... 0
Calculated total energy ... -1865656.426 eV
LUMO energy ... 0.008 hartree
Maximum force ... 2.38 eV/A

Each line ends with the Löwdin charge.
Geometry (Å):
C 7.4509 -0.0439 1.6480  -0.12
O 8.5753 0.7150 1.2459  -0.26
C 8.9033 0.5089 -0.1172  -0.18
C 8.4565 1.7596 -0.9441  -0.18
O 7.5412 2.5457 -0.1892  -0.15
C 6.2479 2.5219 -0.7541  -0.24
C 5.2765 3.3552 0.0686  -0.16
C 3.8441 3.1209 -0.4610  -0.17
C 3.1589 1.9634 0.3005  -0.12
C 3.3387 0.5939 -0.3511  -0.77
O 3.2827 -0.3910 0.3540  -0.07
O 3.6615 0.5181 -1.6533  0.00
H 6.6632 -0.0441 0.8848  0.06
H 7.7418 -1.0885 1.8144  0.09
H 7.0695 0.4226 2.5545  0.05
H 8.3517 -0.3691 -0.4631  0.11
H 9.9796 0.3683 -0.2229  0.11
H 7.9418 1.3793 -1.8308  0.11
H 9.2998 2.3911 -1.2201  0.07
H 5.8894 1.4826 -0.7610  0.11
H 6.2382 2.9126 -1.7791  0.14
H 5.5553 4.4018 -0.0852  0.11
H 5.3602 3.1495 1.1367  0.11
H 3.2687 4.0437 -0.4162  0.11
H 3.9440 2.8430 -1.5122  0.10
H 3.6368 1.8727 1.2747  0.12
H 2.1091 2.1941 0.4357  0.08
H 4.2061 -0.2842 -1.7838  0.00
Br 0.8876 0.1201 -0.6942  0.98
C -0.9281 0.0057 -1.3957  -0.64
C -1.8600 1.0046 -0.7664  -0.67
Br -2.3638 0.4701 1.0355  0.61
H -1.2183 -1.0254 -1.2321  -0.02
H -0.8422 0.1915 -2.4662  0.05
H -2.7937 1.0593 -1.3217  0.06
H -1.4274 1.9973 -0.6906  0.05
Br -3.2225 1.1812 4.6258  0.59
C -2.5246 -0.3392 5.6176  -0.68
C -1.7852 -1.2897 4.7145  -0.68
Br -3.0106 -2.3648 3.6561  0.63
H -3.3686 -0.8030 6.1192  0.02
H -1.8496 0.0840 6.3586  0.06
H -1.2109 -2.0032 5.3015  0.06
H -1.1270 -0.7820 4.0157  0.04
Br -6.3311 -2.0359 5.9937  0.61
C -6.8129 -2.3082 4.1300  -0.71
C -7.6451 -3.5494 3.9585  -0.72
Br -6.5523 -5.1565 4.0466  0.62
H -5.8885 -2.3307 3.5623  0.00
H -7.3822 -1.4234 3.8526  -0.01
H -8.1032 -3.5662 2.9724  0.03
H -8.4160 -3.6514 4.7165  0.04
Br -1.5784 -3.6262 -2.1964  0.63
C 0.3525 -3.7586 -1.8938  -0.68
C 1.1275 -3.1604 -3.0371  -0.71
Br 1.1236 -4.3413 -4.5801  0.62
H 0.5684 -4.8085 -1.7302  0.03
H 0.5442 -3.2036 -0.9767  0.05
H 2.1746 -3.0322 -2.7668  0.04
H 0.7224 -2.2101 -3.3701  -0.01
Br 5.1463 -2.2969 -1.1604  0.77
C 4.3904 -3.2346 0.3698  -0.64
C 4.7086 -4.7019 0.3085  -0.68
Br 3.5967 -5.6599 -0.9724  0.64
H 3.3273 -3.0188 0.3805  0.05
H 4.8553 -2.7753 1.2392  0.07
H 4.5043 -5.1777 1.2647  0.06
H 5.7395 -4.8876 0.0245  0.05
Br -12.7561 -1.9886 3.0788  0.62
C -11.1231 -1.4414 3.9826  -0.68
C -10.3902 -0.3657 3.2298  -0.65
Br -9.4303 -1.0883 1.6891  0.66
H -10.5253 -2.3370 4.1201  0.03
H -11.4463 -1.0688 4.9521  0.06
H -9.6208 0.0822 3.8581  0.02
H -11.0476 0.4132 2.8548  0.03
Br 8.4626 2.9257 3.5801  0.72
C 8.9967 2.6782 5.4298  -0.68
C 9.2339 1.2237 5.7358  -0.69
Br 7.5607 0.2493 5.9396  0.60
H 8.2222 3.1200 6.0484  0.05
H 9.9185 3.2453 5.5448  0.05
H 9.7484 1.1127 6.6877  0.06
H 9.7970 0.7204 4.9564  0.05
Br 2.4676 0.1266 -6.8807  0.65
C 1.4062 -1.4110 -7.4231  -0.68
C -0.0681 -1.1132 -7.3749  -0.67
Br -0.7292 -1.1224 -5.5475  0.64
H 1.6902 -2.2325 -6.7725  0.01
H 1.7188 -1.6297 -8.4424  0.05
H -0.6280 -1.8910 -7.8893  0.06
H -0.3203 -0.1460 -7.7969  0.05
Br 4.4343 -0.3444 -10.5029  0.60
C 4.7108 1.3614 -9.6121  -0.72
C 6.1337 1.8343 -9.7438  -0.70
Br 7.3255 0.8673 -8.5494  0.60
H 4.4038 1.2276 -8.5816  -0.03
H 4.0334 2.0555 -10.1050  0.06
H 6.2139 2.8777 -9.4472  0.06
H 6.5269 1.7110 -10.7475  0.05
Br 12.4415 5.2503 3.3472  0.60
C 11.7832 5.8422 1.6139  -0.69
C 10.7714 4.8844 1.0467  -0.69
Br 11.6172 3.2876 0.3284  0.66
H 12.6512 5.9656 0.9748  0.05
H 11.3255 6.8119 1.7968  0.06
H 10.2503 5.3358 0.2051  0.06
H 10.0472 4.5498 1.7822  -0.01
Br -9.5790 2.3835 6.6195  0.60
C -7.6589 2.2790 6.9243  -0.69
C -6.8811 2.8841 5.7862  -0.68
Br -6.8496 1.6975 4.2536  0.61
H -7.4228 1.2306 7.0788  0.04
H -7.4825 2.8322 7.8441  0.06
H -5.8382 3.0203 6.0680  0.05
H -7.2895 3.8300 5.4458  0.05
Br -13.3397 1.2658 0.7398  0.61
C -12.0158 0.4240 -0.4085  -0.73
C -12.4707 0.3570 -1.8394  -0.70
Br -13.7841 -1.0516 -2.1023  0.60
H -11.8167 -0.5557 0.0134  0.00
H -11.1255 1.0430 -0.3220  0.05
H -11.6338 0.0951 -2.4837  0.03
H -12.9241 1.2793 -2.1880  0.05
Br -10.4110 -2.8268 -2.3516  0.61
C -10.9627 -3.1792 -4.1813  -0.69
C -11.7760 -4.4412 -4.2810  -0.70
Br -10.6578 -6.0285 -4.1726  0.61
H -10.0597 -3.2099 -4.7822  0.05
H -11.5644 -2.3195 -4.4708  0.05
H -12.2663 -4.5000 -5.2501  0.06
H -12.5171 -4.5228 -3.4926  0.05